Entry from OMol25: a molecular structure, C20H44IrNO2P3 at a distorted geometry (the ωB97M-V functional and the def2-TZVPD basis).

Last column: Löwdin spin population.
CARTESIAN COORDINATES (ANGSTROEM)
Ir 0.161 0.232 1.256  0.9239
P 0.435 -1.653 -0.042  0.1535
P 2.415 0.172 1.816  0.0141
P -1.897 0.629 0.272  0.0159
H 1.741 2.346 0.164  0.0135
C 0.686 2.159 0.378  0.1159
C 0.213 2.340 1.742  0.2343
H 0.923 2.641 2.507  0.0138
C 1.081 -1.486 -1.781  0.0482
C 1.560 -3.027 0.510  0.0215
C -1.002 -2.769 -0.431  0.0259
C 3.158 1.650 2.648  0.0044
C 3.176 -1.111 2.921  -0.0013
C 3.589 0.074 0.387  0.0109
C -2.700 2.276 0.534  0.0014
C -3.391 -0.415 0.610  0.0031
C -1.938 0.629 -1.578  0.0103
H 0.065 2.523 -0.443  0.0136
H -0.750 2.818 1.903  0.0131
H 1.167 -2.457 -2.286  0.0077
H 2.061 -1.003 -1.759  0.0000
H 0.411 -0.840 -2.353  0.0002
H 1.545 -3.855 -0.208  0.0046
H 1.224 -3.395 1.485  -0.0001
H 2.589 -2.678 0.614  0.0000
H -0.671 -3.633 -1.018  0.0052
H -1.768 -2.239 -1.002  0.0000
H -1.450 -3.122 0.502  -0.0002
H 4.230 1.484 2.798  0.0002
H 2.680 1.810 3.618  -0.0001
H 3.017 2.546 2.038  0.0001
H 4.259 -1.155 2.761  -0.0003
H 2.745 -2.096 2.738  0.0000
H 2.990 -0.840 3.962  0.0003
H 4.623 0.234 0.714  0.0013
H 3.314 0.835 -0.347  0.0003
H 3.521 -0.905 -0.093  -0.0001
H -3.632 2.323 -0.039  -0.0002
H -2.038 3.079 0.202  0.0002
H -2.921 2.425 1.593  0.0000
H -4.224 -0.114 -0.035  0.0001
H -3.694 -0.291 1.652  0.0002
H -3.173 -1.471 0.442  0.0000
H -2.912 0.963 -1.954  0.0008
H -1.737 -0.372 -1.965  -0.0001
H -1.155 1.299 -1.942  0.0005
C -0.867 0.232 -6.323  0.3034
C -0.185 0.639 -7.473  0.5566
C -0.012 2.000 -7.729  0.5288
C -0.514 2.955 -6.847  0.3086
C -1.194 2.537 -5.700  0.4994
C -1.374 1.182 -5.432  0.5421
O -1.070 -1.093 -6.016  0.1837
H -0.670 -1.637 -6.713  0.0000
H 0.208 -0.104 -8.164  0.0174
H 0.519 2.309 -8.625  0.0162
H -0.378 4.013 -7.048  0.0038
H -1.590 3.272 -5.005  0.0175
H -1.901 0.846 -4.545  0.0212
C -1.970 -0.436 5.331  0.0122
N -0.744 -1.168 5.043  0.1207
C -0.101 -1.962 6.074  0.0152
C -0.151 -1.054 3.822  -0.0177
O -0.643 -0.333 2.974  0.1901
H -2.313 -0.589 6.376  0.0000
H -2.779 -0.763 4.645  0.0060
H -1.797 0.655 5.193  0.0052
H -0.022 -3.018 5.743  0.0064
H 0.917 -1.561 6.273  0.0063
H -0.667 -1.933 7.030  0.0004
H 0.778 -1.554 3.631  0.0002

Its total charge is +4. As for the spin multiplicity: 6. For the HOMO energy (alpha / beta), the calculation gives -15.689 / -20.740 eV.